Record 1
15
Properties=species:S:1:pos:R:3:lowdin_charge:R:1 method="wB97M-V/def2-TZVPD" homo_energy_ev="-12.8 / -12.8" e_above_lowest_ev=2.8156 orbital_gap_ev="7.5 / 3.9" spin_multiplicity=2 s2=0.759 charge=+1
C 2.2277 -1.3476 -1.4029 0.036
C 1.0401 0.6467 -2.1400 0.118
N 1.9421 0.1158 -1.5117 0.180
H 2.2317 -1.7221 -2.4308 0.113
H 1.3615 -1.7668 -0.8894 0.120
H 3.2260 -1.4683 -0.9933 0.111
H 1.0109 1.7264 -2.3469 0.149
H 0.1794 0.1128 -2.5615 0.160
N -2.8446 -0.0877 2.0607 0.021
C -1.6592 0.5872 2.4173 -0.362
N -0.8361 0.9894 1.5533 0.056
H -2.6223 -0.6500 1.2367 0.066
H -3.5693 0.4934 1.6474 0.085
H -1.6757 0.8989 3.4605 0.114
H -0.0122 1.4720 1.9008 0.035


Record 2
16
Properties=species:S:1:pos:R:3:lowdin_charge:R:1 method="wB97M-V/def2-TZVPD" homo_energy_ev=-9.3 smiles="[H]/N=C(/NN)[C@@H](C)O" e_above_lowest_ev=3.1104 orbital_gap_ev=10.2
C -0.5310 -0.4337 -0.8986 -0.380
C -1.0658 0.9028 -1.4159 -0.040
N -0.2822 0.1062 1.4568 -0.044
C 0.3829 -0.2128 0.3096 -0.442
N 0.4891 -0.1433 2.6940 -0.025
O 0.1221 -1.1683 -1.9183 -0.033
N 1.6603 -0.2162 0.3133 0.141
H 0.8265 -0.6225 -2.2891 0.086
H -0.7768 -0.6940 2.0394 0.167
H -1.3671 -1.0691 -0.5920 0.146
H 0.6836 0.7656 3.1062 0.075
H 1.3849 -0.5645 2.4265 0.061
H 2.0635 -0.3417 -0.6097 0.043
H -1.6610 1.3926 -0.6486 0.078
H -1.6903 0.7355 -2.2922 0.081
H -0.2386 1.5636 -1.6813 0.086


Record 3
16
Properties=species:S:1:pos:R:3:lowdin_charge:R:1 method="wB97M-V/def2-TZVPD" homo_energy_ev="-8.1 / -8.4" e_above_lowest_ev=6.7474 orbital_gap_ev="7.7 / 7.5"
C -1.4362 1.9151 -0.5851 -0.213
O -1.0946 0.6395 -1.0593 -0.258
N -1.0196 -0.8117 0.8429 0.065
N -1.4022 -1.8208 0.3849 0.056
H -2.3830 -1.9250 0.0652 0.110
H -0.7155 2.2742 0.1613 0.063
H -2.4302 1.9036 -0.1191 0.071
H -1.4408 2.6345 -1.4149 0.070
C 1.7228 -1.3571 -0.0918 -0.070
C 0.8972 -0.2150 0.4403 -0.378
N 1.2839 0.7221 1.1887 0.120
H 2.2808 0.6989 1.4239 0.067
H -0.0431 0.3082 -0.5254 0.084
H 2.1845 -1.0684 -1.0381 0.083
H 2.4961 -1.6659 0.6163 0.077
H 1.0998 -2.2321 -0.2899 0.054


Record 4
16
Properties=species:S:1:pos:R:3:lowdin_charge:R:1 method="wB97M-V/def2-TZVPD" homo_energy_ev=-8.1 e_above_lowest_ev=2.9119 orbital_gap_ev=8.6
C 0.3875 0.0652 -1.0853 -0.261
C 0.4138 -0.9869 -2.1607 -0.095
N -0.7331 0.6993 -0.8351 0.041
C 0.4415 0.3955 1.6909 -0.608
N -0.3443 1.5537 1.2783 0.062
N -0.3904 -0.7136 1.8875 0.128
O 1.3455 0.6070 2.4902 0.017
H -1.5822 0.1432 -0.9409 0.058
H 1.3079 0.6401 -1.0166 0.110
H 0.0690 2.4529 1.4745 0.093
H -1.3286 1.4312 1.0577 0.079
H 0.0273 -1.4393 2.4491 0.096
H -0.8467 -1.0848 1.0691 0.065
H 1.1536 -1.7588 -1.9492 0.066
H -0.5592 -1.4689 -2.2804 0.070
H 0.6384 -0.5358 -3.1290 0.080


The following F_max values (in eV/A) correspond, in order, to the records above: 2.43 4.85 3.30 7.21.